(1)
The following is a DFT calculation (ωB97M-V with the def2-TZVPD basis set) of a molecular structure, C4H11Cl2O4OsSc in a non-equilibrium geometry.

Output
Multiplicity ... 5
Total energy ... -2231.222181 Eh
⟨S²⟩ ... 6.01

Structure (XYZ):
```
23
Properties=species:S:1:pos:R:3:forces:R:3:lowdin_charge:R:1
Sc 0.000 0.000 0.000 -0.884 1.900 -3.101 0.668
Cl -1.028 -1.649 0.861 -1.372 -2.518 1.404 0.189
C 1.553 0.667 0.983 2.288 0.659 1.646 -0.279
H 2.037 1.516 0.486 -0.081 -0.035 0.042 0.013
H 2.304 -0.123 1.109 0.061 -0.023 0.036 0.013
H 1.268 0.985 1.994 0.047 0.044 -0.065 0.029
Os 0.677 -4.724 -0.428 -2.286 0.763 1.984 1.286
C 1.154 -4.456 1.603 1.562 -0.355 0.095 -0.364
C -1.243 -4.423 -1.232 0.132 -0.368 -1.558 -0.376
C 2.056 -5.197 -1.601 1.323 -0.358 -1.130 -0.384
H -1.197 -3.635 -2.002 -0.213 -0.140 0.140 -0.023
H -1.586 -5.340 -1.737 -0.065 0.264 0.078 -0.019
H -1.997 -4.134 -0.486 0.490 -0.083 0.158 -0.025
H 1.925 -3.673 1.695 -0.185 -0.139 0.166 -0.021
H 0.295 -4.172 2.227 -0.095 -0.063 -0.513 -0.017
H 1.592 -5.381 2.011 -0.097 0.260 0.059 -0.020
H 3.099 -5.357 -1.295 -0.326 0.090 0.219 -0.045
H 1.920 -5.340 -2.682 -0.264 0.086 0.285 -0.045
O -1.480 3.891 -1.333 2.313 -3.598 1.962 -0.308
Cl -0.531 2.897 -0.676 0.020 3.793 -0.178 0.891
O 0.572 2.525 -1.658 -2.725 -0.503 2.430 -0.364
O 0.083 3.533 0.565 -1.895 -2.455 -3.116 -0.325
O -1.398 1.500 -0.231 2.253 2.779 -1.045 -0.472
```
Positions in Å, forces in eV/Å.

***

(2)
The following is a DFT calculation (ωB97M-V with the def2-TZVPD basis set) of C2H5N3O in the gas phase in a non-equilibrium geometry.

Output
SMILES ... C=NO/C=N\N
Total energy ... -318.515757 Eh
ΔE to the lowest compared entry with this formula, charge and spin ... 616.3 kJ/mol

Structure (XYZ):
```
11
Properties=species:S:1:pos:R:3:forces:R:3:lowdin_charge:R:1
C -0.643 0.994 -0.562 -2.626 -0.870 -5.386 -0.314
C 1.905 -0.259 1.435 2.554 1.034 3.246 -0.019
H -0.907 -1.613 0.206 -0.736 2.639 -3.728 0.143
H -1.983 -1.710 -1.235 1.198 0.755 0.472 0.061
H -0.963 2.019 -0.873 1.186 -0.526 0.823 0.130
H 2.144 -1.114 2.057 0.559 -0.092 -0.511 0.101
H 2.134 0.722 1.669 2.064 1.998 0.564 0.074
N -1.160 -1.201 -0.851 -0.224 -2.904 0.872 -0.114
N -1.183 0.124 -1.378 -0.069 -0.265 4.530 -0.026
N 0.864 -0.323 0.858 -7.352 -2.740 -4.634 0.004
O 0.295 0.885 0.317 3.446 0.970 3.752 -0.041
```
Positions in Å, forces in eV/Å.